Record 1
A structure of composition C30H18N8O2SSm, computed with ωB97M-V/def2-TZVPD.

```
60
Properties=species:S:1:pos:R:3:lowdin_spin:R:1
Sm -0.131 0.401 -1.089 5.058
O -4.325 1.769 -0.855 -0.003
C -3.268 1.183 -1.018 -0.001
N -2.010 1.684 -1.115 -0.015
C -1.754 3.100 -1.065 0.000
C -2.769 4.056 -1.040 -0.001
C -2.484 5.413 -1.019 0.000
C -1.173 5.839 -1.022 0.000
C -0.144 4.909 -1.049 0.000
C -0.403 3.539 -1.071 0.000
N 0.636 2.545 -1.124 -0.013
C 1.947 2.878 -1.028 0.000
O 2.459 3.974 -0.867 -0.001
C 2.922 1.704 -1.117 0.000
C 4.276 2.002 -1.034 0.000
C 5.200 0.978 -1.080 0.000
C 4.743 -0.326 -1.203 0.000
C 3.383 -0.539 -1.277 0.000
N 2.473 0.446 -1.244 -0.006
C -3.370 -0.339 -1.110 0.001
C -4.641 -0.892 -1.038 0.000
C -4.788 -2.263 -1.094 0.000
C -3.651 -3.050 -1.209 0.000
C -2.424 -2.423 -1.271 0.000
N -2.267 -1.092 -1.234 -0.006
H -3.793 3.730 -1.042 0.000
H -3.299 6.124 -1.003 0.000
H -0.932 6.894 -1.009 0.000
H 0.875 5.248 -1.058 0.000
H 4.556 3.040 -0.931 0.000
H 6.260 1.190 -1.020 0.000
H 5.422 -1.166 -1.242 0.000
H 3.008 -1.548 -1.376 0.000
H -5.478 -0.217 -0.940 0.000
H -5.770 -2.714 -1.046 0.000
H -3.707 -4.128 -1.254 0.000
H -1.527 -3.019 -1.365 0.000
S 1.537 -4.727 4.678 0.000
N 1.042 -3.198 4.764 0.000
C 0.905 -2.773 3.518 0.000
C 0.473 -1.445 3.120 0.000
C 0.147 -0.443 4.041 0.001
C -0.253 0.788 3.580 0.000
C -0.323 0.999 2.204 0.001
N -0.017 0.053 1.323 -0.008
C 0.380 -1.161 1.761 0.000
C 0.713 -2.186 0.752 0.001
N 0.603 -1.849 -0.545 -0.009
C 0.894 -2.749 -1.477 0.000
C 1.315 -4.041 -1.181 0.000
C 1.432 -4.399 0.145 0.001
C 1.128 -3.464 1.135 0.000
C 1.223 -3.754 2.554 0.000
N 1.598 -4.911 3.080 0.000
H 0.217 -0.658 5.099 0.000
H -0.514 1.589 4.257 0.000
H -0.635 1.956 1.801 0.000
H 0.790 -2.433 -2.512 0.000
H 1.540 -4.735 -1.977 0.000
H 1.755 -5.390 0.438 0.000
```

Output
E = -2798.7002 Eh
HOMO energy (spin up / spin down) = -9.754 / -9.755 eV
Net charge = +1
Spin multiplicity = 6
Frontier orbital gap (spin up / spin down) = 5.68 / 5.68 eV

***

Record 2
A structure of composition C30H19BrClI2N3O5S4Sn, computed with ωB97M-V/def2-TZVPD.

```
66
Properties=species:S:1:pos:R:3:lowdin_charge:R:1
Sn -0.606 -0.502 0.101 1.021
O 1.444 5.200 4.293 0.048
C 0.948 4.282 3.411 -0.323
C 1.237 2.928 3.509 0.000
C 0.710 2.076 2.556 -0.114
N -0.062 2.495 1.552 0.011
C -0.347 3.772 1.505 -0.748
Br -1.494 4.355 0.105 0.716
C 0.132 4.731 2.389 -0.060
H 1.934 4.730 4.974 0.098
H 1.862 2.544 4.308 0.113
H 0.911 1.009 2.577 0.091
H -0.122 5.776 2.292 0.103
O -7.617 -1.600 1.512 -0.133
C -6.447 -1.371 1.268 -1.078
S -5.429 -2.396 0.264 0.906
C -3.944 -1.448 0.373 -1.168
C -3.993 -0.333 1.123 -1.195
S -2.699 0.786 1.405 0.372
S -5.554 0.018 1.874 0.906
S -2.583 -2.052 -0.539 0.427
I -0.816 -4.340 3.911 0.839
C 1.020 -3.499 3.365 -0.648
C 2.199 -4.069 3.837 -0.266
C 3.416 -3.534 3.491 -0.680
I 5.147 -4.445 4.287 0.781
C 3.499 -2.389 2.663 -0.221
C 4.703 -1.777 2.244 -0.071
C 4.670 -0.653 1.468 -0.064
C 3.422 -0.110 1.118 -0.148
N 2.288 -0.657 1.475 0.100
C 2.287 -1.788 2.211 -0.137
C 0.967 -2.341 2.549 -0.465
O -0.114 -1.825 2.159 -0.248
H 2.151 -4.942 4.474 0.063
H 5.646 -2.209 2.554 0.045
H 5.584 -0.178 1.133 0.094
H 3.357 0.809 0.538 0.094
C -0.617 -0.074 -4.882 -0.027
C -0.142 -0.660 -3.555 -0.402
O -0.484 -0.065 -2.539 -0.104
C 0.685 -1.863 -3.576 -0.111
C 0.964 -2.490 -4.810 -0.083
C 1.710 -3.637 -4.913 -0.140
C 2.205 -4.229 -3.730 -0.120
C 1.965 -3.663 -2.512 -0.024
C 1.218 -2.439 -2.357 -0.385
O 1.103 -1.931 -1.202 -0.211
H -1.191 0.822 -4.659 0.076
H -1.252 -0.783 -5.416 0.078
H 0.231 0.184 -5.521 0.075
H 0.575 -2.052 -5.722 0.090
H 1.905 -4.082 -5.881 0.076
H 2.778 -5.149 -3.796 0.088
H 2.334 -4.111 -1.597 0.106
Cl 3.977 0.001 -3.711 0.674
C 3.170 1.334 -2.945 -0.639
C 3.415 2.629 -3.358 -0.115
C 2.722 3.654 -2.732 -0.078
C 1.825 3.330 -1.722 -0.148
N 1.612 2.084 -1.312 0.101
C 2.271 1.093 -1.912 -0.176
H 4.130 2.828 -4.147 0.098
H 2.875 4.685 -3.024 0.093
H 1.248 4.106 -1.227 0.070
H 2.066 0.080 -1.565 0.080
```

Output
E = -7131.9092 Eh
HOMO energy = -1.480 eV
Net charge = -2
Energy above the lowest of the compared OMol25 structures with the same formula, charge and spin = 34.65 kJ/mol
Frontier orbital gap = 4.87 eV

***

Record 3
A structure of composition C30H19Cl2IMnN2O2S, computed with ωB97M-V/def2-TZVPD.

```
58
Properties=species:S:1:pos:R:3:lowdin_spin:R:1
Mn 1.049 -0.853 0.337 4.660
O 1.500 -2.704 -0.261 0.077
C 0.767 -3.769 -0.133 0.009
C 1.392 -5.034 -0.051 0.005
C 0.677 -6.212 0.055 0.001
C -0.715 -6.181 0.077 0.004
C -1.349 -4.949 -0.008 0.001
C -0.663 -3.737 -0.105 0.004
C -1.498 -2.536 -0.210 0.012
N -1.152 -1.294 -0.148 0.032
N -2.115 -0.380 -0.396 0.002
C -1.795 0.917 0.007 0.001
O -0.296 1.231 -0.175 0.029
C -2.553 1.897 -0.891 0.000
C -1.909 2.900 -1.595 0.000
C -2.632 3.780 -2.397 0.000
C -4.006 3.661 -2.506 0.000
C -4.656 2.647 -1.810 0.000
C -3.934 1.773 -1.012 0.000
H 2.476 -5.038 -0.073 0.000
H 1.205 -7.158 0.122 0.000
H -1.295 -7.093 0.160 0.000
H -2.435 -4.910 0.003 0.000
H -2.565 -2.725 -0.373 0.002
H -0.831 2.982 -1.534 0.000
H -2.110 4.556 -2.945 0.000
H -4.570 4.344 -3.132 0.000
H -5.731 2.534 -1.898 0.000
H -4.424 0.968 -0.480 0.000
Cl 3.761 -0.117 0.973 0.028
C 4.459 -0.282 -0.603 0.006
C 5.801 -0.604 -0.697 0.000
C 6.401 -0.721 -1.942 0.005
C 5.634 -0.509 -3.076 0.000
C 4.289 -0.195 -2.958 0.006
Cl 3.403 0.063 -4.440 0.002
C 3.619 -0.074 -1.722 0.011
S 1.951 0.318 -1.557 0.039
H 6.366 -0.762 0.212 0.000
H 7.450 -0.977 -2.028 0.000
H 6.067 -0.589 -4.065 0.000
I 0.990 -0.933 3.141 0.046
C -1.894 0.951 1.253 0.000
C -2.938 0.571 2.045 0.001
C -3.026 1.163 3.340 0.000
C -2.127 2.098 3.808 0.001
C -1.038 2.498 2.996 0.000
C 0.022 3.418 3.251 0.002
C 0.995 3.615 2.296 0.000
C 1.025 2.946 1.034 0.003
C -0.001 2.082 0.806 0.006
C -0.993 1.885 1.756 0.001
H -3.673 -0.155 1.722 0.000
H -3.839 0.854 3.988 0.000
H -2.239 2.508 4.806 0.000
H 0.075 3.940 4.200 0.000
H 1.802 4.304 2.519 0.000
H 1.825 3.084 0.319 0.000
```

Output
E = -4181.9474 Eh
HOMO energy (spin up / spin down) = -0.716 / -0.768 eV
Net charge = -2
Energy above the lowest of the compared OMol25 structures with the same formula, charge and spin = 242.28 kJ/mol
Spin multiplicity = 6
Frontier orbital gap (spin up / spin down) = 5.23 / 5.28 eV

***

Record 4
A structure of composition C30H20N3O9ReS2, computed with ωB97M-V/def2-TZVPD.

```
65
Properties=species:S:1:pos:R:3:lowdin_spin:R:1
Re 0.128 0.059 -0.446 0.826
O -2.435 -1.522 -0.195 0.002
S -1.796 -2.311 -1.201 0.000
O -1.478 -3.685 -0.981 -0.001
N -0.321 -1.474 -1.476 -0.024
C 0.703 -2.106 -2.268 -0.002
C 0.632 -3.268 -2.980 0.000
C 1.762 -3.711 -3.715 -0.003
C 2.926 -3.001 -3.734 0.000
C 3.018 -1.791 -2.999 -0.001
C 4.160 -0.968 -2.943 0.024
C 4.136 0.186 -2.206 0.000
C 2.978 0.524 -1.500 0.020
N 1.889 -0.229 -1.525 -0.002
C 1.899 -1.373 -2.276 0.009
C -2.659 -2.120 -2.705 0.000
C -2.832 -3.213 -3.545 0.000
C -3.521 -3.032 -4.735 0.000
C -4.013 -1.778 -5.069 0.000
C -3.837 -0.695 -4.214 0.000
C -3.161 -0.859 -3.019 0.000
H -0.263 -3.867 -2.976 0.000
H 1.687 -4.636 -4.269 0.000
H 3.781 -3.347 -4.299 0.000
H 5.053 -1.257 -3.484 0.001
H 4.994 0.839 -2.147 -0.001
H 2.945 1.425 -0.906 0.001
H -2.471 -4.190 -3.252 0.000
H -3.680 -3.871 -5.399 0.000
H -4.548 -1.643 -5.999 0.000
H -4.234 0.276 -4.477 0.000
H -3.029 -0.029 -2.337 0.000
O -1.420 3.468 -1.811 0.023
C -0.747 2.799 -1.094 0.008
O -0.274 1.565 -1.506 0.088
C -0.364 3.111 0.308 0.000
C 0.750 2.516 0.884 -0.002
C 1.082 2.703 2.235 0.000
C 0.237 3.513 2.946 -0.001
O 0.312 3.847 4.258 0.000
C -0.773 4.756 4.510 0.000
O -1.519 4.871 3.291 0.000
C -0.866 4.128 2.365 0.000
C -1.197 3.959 1.049 0.000
H 1.446 1.943 0.277 0.000
H 1.956 2.246 2.677 0.000
H -0.371 5.730 4.784 0.000
H -1.415 4.347 5.288 0.000
H -2.061 4.425 0.597 0.000
O -1.269 0.465 1.235 0.005
C -0.506 -0.186 1.982 0.009
N 0.422 -0.982 1.324 0.009
S 1.845 -1.048 2.282 0.007
O 2.721 -0.004 1.830 0.001
O 2.309 -2.388 2.369 0.003
C 0.989 -0.526 3.734 0.002
C 1.487 -0.498 5.020 0.000
C 0.656 0.032 6.001 0.001
C -0.615 0.513 5.698 0.000
C -1.101 0.480 4.398 0.001
C -0.279 -0.054 3.422 0.000
H 2.474 -0.872 5.257 0.000
H 1.007 0.068 7.024 0.000
H -1.234 0.910 6.491 0.000
H -2.093 0.838 4.152 0.000
```

Output
E = -2871.1057 Eh
HOMO energy (spin up / spin down) = -11.300 / -11.299 eV
Net charge = +1
Energy above the lowest of the compared OMol25 structures with the same formula, charge and spin = 0.00 kJ/mol
Spin multiplicity = 2
Frontier orbital gap (spin up / spin down) = 6.94 / 6.91 eV

***

Record 5
A structure of composition C30H21BO10S, computed with ωB97M-V/def2-TZVPD.

```
63
Properties=species:S:1:pos:R:3:lowdin_charge:R:1
O 4.478 1.012 -4.377 -0.188
S 3.424 0.788 -5.262 0.559
O 3.634 -0.268 -6.162 -0.208
O 3.065 2.088 -6.113 -0.172
C 1.681 1.946 -6.504 -0.105
C 1.115 0.755 -5.719 -0.210
B -0.449 0.859 -5.446 -0.633
O -0.999 1.484 -4.377 0.194
O -1.269 0.293 -6.351 0.218
O 1.997 0.693 -4.566 -0.135
H 1.213 2.824 -6.078 0.137
H 1.552 1.843 -7.570 0.143
H 1.246 -0.215 -6.196 0.137
H -1.386 0.866 -3.736 0.131
H -0.764 -0.224 -7.001 0.121
C 2.668 0.459 4.104 -0.052
C 1.321 0.796 4.037 -0.052
C 0.839 1.511 2.956 -0.013
C 1.701 1.899 1.941 -0.083
C 3.058 1.579 2.018 -0.080
C 3.535 0.850 3.099 0.001
C 4.009 2.026 0.960 -0.275
O 5.186 1.745 1.024 0.111
C 3.472 2.832 -0.173 -0.077
C 4.345 3.302 -1.144 0.004
C 3.860 4.040 -2.209 -0.052
C 2.498 4.302 -2.314 -0.056
C 1.623 3.840 -1.348 -0.002
C 2.106 3.111 -0.270 -0.082
C 1.155 2.647 0.776 -0.273
O -0.036 2.872 0.684 0.089
H 3.042 -0.108 4.946 0.108
H 0.647 0.497 4.829 0.109
H -0.208 1.772 2.898 0.113
H 4.584 0.594 3.149 0.121
H 5.401 3.090 -1.062 0.123
H 4.541 4.408 -2.964 0.111
H 2.121 4.872 -3.153 0.107
H 0.564 4.045 -1.425 0.120
C -2.788 0.476 1.369 -0.050
C -4.178 0.445 1.428 -0.052
C -4.830 -0.682 1.897 -0.003
C -4.097 -1.790 2.301 -0.084
C -2.702 -1.767 2.223 -0.081
C -2.054 -0.628 1.765 -0.003
C -1.895 -2.959 2.609 -0.278
O -0.684 -2.938 2.547 0.107
C -2.616 -4.180 3.067 -0.083
C -1.889 -5.320 3.380 -0.003
C -2.542 -6.457 3.819 -0.057
C -3.927 -6.459 3.955 -0.057
C -4.658 -5.327 3.639 -0.003
C -4.008 -4.187 3.186 -0.083
C -4.814 -2.988 2.821 -0.278
O -6.021 -2.989 2.938 0.107
H -2.276 1.361 1.010 0.097
H -4.752 1.304 1.108 0.108
H -5.909 -0.708 1.949 0.120
H -0.974 -0.606 1.714 0.114
H -0.813 -5.313 3.276 0.120
H -1.974 -7.346 4.058 0.107
H -4.435 -7.347 4.304 0.107
H -5.734 -5.325 3.739 0.120
```

Output
E = -2331.3738 Eh
HOMO energy = -9.729 eV
Frontier orbital gap = 8.76 eV

***

Record 6
A structure of composition C30H21Cl4N2O4STm, computed with ωB97M-V/def2-TZVPD.

```
63
Properties=species:S:1:pos:R:3:lowdin_spin:R:1
Tm -7.683 -9.853 20.409 2.012
O -8.009 -8.375 21.913 -0.002
C -7.241 -7.639 22.636 0.000
C -7.858 -6.461 23.151 0.000
C -7.150 -5.665 23.992 0.000
C -5.813 -5.917 24.292 0.000
C -5.168 -7.034 23.781 0.000
C -5.849 -7.894 22.896 0.000
C -5.022 -8.712 22.011 0.000
N -5.399 -9.308 20.964 -0.002
N -4.442 -10.076 20.333 0.000
C -4.910 -10.771 19.338 0.000
O -6.170 -10.850 18.962 -0.002
C -3.932 -11.612 18.628 0.000
C -4.416 -12.381 17.528 0.000
C -3.560 -13.257 16.877 0.000
C -2.250 -13.483 17.335 0.000
C -1.793 -12.679 18.373 0.000
C -2.627 -11.773 19.044 0.000
H -8.820 -6.300 22.730 0.000
H -7.690 -4.875 24.539 0.000
H -5.273 -5.196 24.932 0.000
H -4.071 -7.173 23.882 0.000
H -4.005 -8.891 22.334 0.000
H -5.438 -12.102 17.199 0.000
H -3.937 -13.887 16.029 0.000
H -1.581 -14.108 16.760 0.000
H -0.795 -12.777 18.817 0.000
H -2.260 -11.254 19.924 0.000
Cl -9.875 -15.381 24.295 0.000
C -9.819 -14.067 23.152 0.000
C -11.003 -13.647 22.537 0.000
Cl -12.502 -14.357 23.014 0.000
C -10.930 -12.590 21.650 0.000
Cl -12.331 -11.941 20.913 0.000
C -9.707 -11.945 21.292 0.000
O -9.615 -10.894 20.516 -0.002
C -8.494 -12.462 21.883 0.000
O -7.363 -11.933 21.574 -0.001
C -8.598 -13.533 22.791 0.000
Cl -7.152 -14.178 23.516 0.000
C -3.408 -14.985 23.144 0.000
S -2.767 -13.400 22.688 0.000
C -4.194 -12.287 22.731 0.000
H -4.118 -15.396 22.428 0.000
H -4.064 -14.947 24.048 0.000
H -2.551 -15.609 23.331 0.000
H -4.443 -12.098 23.758 0.000
H -5.073 -12.661 22.184 0.000
H -3.883 -11.425 22.172 0.000
C -8.161 -8.293 18.675 -0.002
C -8.020 -7.313 17.935 0.000
C -7.854 -6.094 17.198 0.000
C -8.135 -4.860 17.805 0.000
C -8.010 -3.652 17.113 0.000
C -7.420 -3.650 15.859 0.000
C -6.981 -4.855 15.284 0.000
C -7.235 -6.060 15.916 0.000
H -8.599 -4.824 18.770 0.000
H -8.468 -2.741 17.520 0.000
H -7.328 -2.720 15.340 0.000
H -6.477 -4.676 14.385 0.000
H -6.939 -7.030 15.573 0.000
```

Output
E = -4890.6100 Eh
HOMO energy (spin up / spin down) = -1.780 / -1.782 eV
Net charge = -2
Energy above the lowest of the compared OMol25 structures with the same formula, charge and spin = 0.00 kJ/mol
Spin multiplicity = 3
Frontier orbital gap (spin up / spin down) = 5.95 / 5.95 eV

***

Record 7
A structure of composition C30H22Cl2N6O3S2SeW, computed with ωB97M-V/def2-TZVPD.

```
67
Properties=species:S:1:pos:R:3:lowdin_spin:R:1
W 0.379 -0.749 1.826 0.888
S -3.249 -2.840 -0.116 0.013
C -1.874 -3.304 -1.065 0.000
C -1.845 -4.120 -2.192 0.001
C -0.628 -4.330 -2.805 -0.002
C 0.536 -3.731 -2.310 0.001
C 0.511 -2.920 -1.195 0.000
C -0.714 -2.717 -0.557 0.002
N -0.952 -1.947 0.589 -0.001
C -2.227 -1.908 0.903 0.029
C -2.660 -1.069 2.003 0.002
C -4.003 -0.996 2.370 0.002
C -4.378 -0.142 3.388 0.002
C -3.400 0.617 4.019 0.003
C -2.064 0.522 3.652 0.003
C -1.641 -0.327 2.628 0.001
H -2.749 -4.572 -2.578 0.000
H -0.573 -4.960 -3.683 0.000
H 1.476 -3.900 -2.817 0.000
H 1.404 -2.446 -0.823 0.002
H -4.750 -1.597 1.863 0.000
H -5.415 -0.066 3.687 0.000
H -3.680 1.293 4.819 0.000
H -1.341 1.119 4.189 0.000
Se 3.616 -0.012 -1.978 0.735
C 2.186 -0.184 -3.177 0.062
C 2.206 -1.170 -4.169 0.055
C 1.124 -1.325 -5.018 -0.007
C -0.001 -0.524 -4.865 0.064
C -0.035 0.454 -3.878 -0.006
C 1.060 0.638 -3.054 0.051
H 3.073 -1.812 -4.258 0.001
H 1.148 -2.087 -5.787 -0.002
H -0.857 -0.668 -5.513 0.004
H -0.916 1.067 -3.738 -0.002
H 1.038 1.396 -2.284 0.001
C 2.927 3.871 -1.437 0.000
C 1.847 3.664 -0.427 0.000
C 0.740 4.491 -0.374 0.001
C -0.061 4.436 0.789 0.000
N 0.050 3.347 1.491 0.001
C 0.797 2.034 2.723 0.006
S 1.173 0.729 3.751 0.020
N 2.041 2.683 0.474 0.001
C -0.935 5.533 1.284 0.000
H 2.672 4.687 -2.108 0.000
H 3.087 2.956 -2.008 0.003
H 3.863 4.109 -0.928 0.000
H 0.621 5.287 -1.090 0.000
H 2.797 2.019 0.357 0.000
H -0.571 6.499 0.945 0.000
H -0.996 5.509 2.371 0.000
H -1.940 5.376 0.886 0.000
Cl 0.375 -5.407 3.607 0.003
C 1.721 -4.399 3.064 0.002
Cl 2.950 -4.204 4.315 0.002
C 1.225 -3.034 2.630 0.032
O 1.634 -2.570 1.531 0.007
O 0.424 -2.353 3.319 0.010
H 2.182 -4.877 2.207 0.000
O 2.089 0.056 1.139 0.028
N 1.124 -0.042 0.092 -0.006
C 0.210 0.988 0.541 -0.004
C -0.915 1.237 -0.314 -0.001
N -1.821 1.441 -0.996 -0.006
C 0.892 2.188 1.199 0.003
N -0.002 3.063 2.895 -0.004
```

Output
E = -5895.8911 Eh
HOMO energy (spin up / spin down) = -7.718 / -7.928 eV
Energy above the lowest of the compared OMol25 structures with the same formula, charge and spin = 256.50 kJ/mol
Spin multiplicity = 3
Frontier orbital gap (spin up / spin down) = 7.25 / 6.09 eV